1.
12
Properties=species:S:1:pos:R:3 method="wB97M-V/def2-TZVPD" molar_mass_g_mol=92.25 e_homo_ev=-9.17 smiles=NN[SiH2][SiH3] spin_multiplicity=1 charge=0
N 1.10078 0.10130 2.24467
N 0.68942 0.31330 0.90811
Si -0.66324 0.47501 -2.00021
Si -0.46420 -0.60027 0.01862
H 0.27585 0.17634 2.83429
H 1.48053 -0.84224 2.35819
H 1.47239 0.87826 0.36057
H -1.62240 1.58004 -1.99890
H 0.60118 1.03389 -2.49599
H -1.12618 -0.46524 -3.02432
H -0.09763 -2.03009 -0.10050
H -1.64651 -0.62028 0.89546

---

2.
19
Properties=species:S:1:pos:R:3 method="wB97M-V/def2-TZVPD" molar_mass_g_mol=146.20 e_homo_ev=-7.81 spin_multiplicity=1 charge=0
C -0.22730 2.11185 0.58678
C -1.40807 1.61839 0.12404
C 1.07659 1.42435 0.89410
C 1.10445 0.14005 -0.01577
C -1.08934 -2.33004 1.38878
C -0.74535 0.44053 -2.42140
P -0.69625 0.09659 -0.55025
S -1.36203 -1.90202 -0.44970
H -0.25808 3.15192 0.78318
H 2.06902 2.00306 0.69133
H 1.18166 1.02729 1.84295
H 1.71037 0.26997 -0.80401
H 1.45143 -0.75009 0.33683
H -2.11426 -2.77448 1.71383
H -1.08909 -1.38261 1.82088
H -0.35444 -3.00549 1.41776
H -0.11932 1.22448 -2.46605
H -0.59628 -0.49269 -2.87625
H -1.73929 0.65158 -2.62179

---

3.
22
Properties=species:S:1:pos:R:3 method="wB97M-V/def2-TZVPD" molar_mass_g_mol=150.15 e_homo_ev="-12.07 / -12.07" spin_multiplicity=1 charge=+1
C -1.53466 -0.86923 0.45418
C -0.44511 -0.09934 0.47386
C -3.00918 -0.49088 0.10849
C 2.58650 0.22036 -0.26590
C 1.77397 -1.08089 0.07871
N -0.29399 1.29365 0.10375
O 2.67796 1.00408 0.91372
O 1.99538 1.01340 -1.28048
O 2.24408 -1.84207 1.03508
O 1.48574 -1.85097 -0.96821
H -1.44060 -1.94838 0.71471
H -3.00254 -0.51984 -0.97854
H -3.28334 0.48875 0.52726
H -3.57413 -1.34208 0.49441
H 3.50826 -0.01586 -0.67712
H 0.11525 1.78839 0.86334
H -1.16697 1.77154 -0.24594
H 0.40337 1.65119 -0.60415
H 3.42385 1.60256 0.96858
H 2.09153 0.65218 -2.13274
H 2.46341 -1.33748 1.97780
H 1.55520 -2.84573 -0.73133

---

4.
57
Properties=species:S:1:pos:R:3 method="wB97M-V/def2-TZVPD" molar_mass_g_mol=802.10 e_homo_ev="-16.73 / -17.15" spin_multiplicity=3 charge=+3
Au 0.69691 1.32489 -1.67279
O 2.26118 0.27530 -5.67681
C 1.70840 0.66976 -4.55316
O 2.29298 1.20403 -3.64139
C 0.22267 0.39318 -4.53050
C -0.41734 -0.01971 -5.68837
C -1.79005 -0.19219 -5.67813
C -2.47640 0.07467 -4.50638
C -1.76873 0.47031 -3.38189
N -0.43321 0.61134 -3.37709
C -2.51038 0.70144 -2.08829
O -3.66854 1.32524 -2.15078
O -2.10296 0.28886 -1.02452
H 3.21136 0.48468 -5.68905
H 0.16261 -0.18754 -6.58321
H -2.31462 -0.51849 -6.56627
H -3.54984 -0.05591 -4.45622
H -3.87553 1.69246 -3.02338
Cl 4.07451 0.40524 -0.70513
C 3.75486 2.10696 -0.79586
Cl 2.08410 2.47761 -0.12505
H 3.74349 2.45762 -1.82042
H 4.42039 2.67135 -0.15166
C -3.56804 -3.25762 2.62423
C -3.88342 -2.10198 1.97334
C -2.84522 -1.26824 1.42243
C -1.48311 -1.61747 1.50151
C -1.17429 -2.76845 2.16661
C -2.21690 -3.60277 2.72717
Sb 0.03775 -0.24728 0.83854
C -0.43636 1.44814 1.98164
C -1.05081 2.54486 1.38122
C -1.38284 3.64468 2.15878
C -1.10836 3.64150 3.52058
C -0.50870 2.54016 4.11620
C -0.16771 1.43275 3.35153
C 1.80775 -1.14335 1.49584
C 2.68456 -0.42993 2.31497
C 3.85528 -1.04116 2.74054
C 4.15840 -2.33136 2.32460
C 3.30113 -3.02182 1.47323
C 2.12658 -2.42620 1.04348
H -4.33067 -3.89492 3.04970
H -4.91152 -1.78189 1.86238
H -3.14258 -0.33702 0.95075
H -0.14760 -3.08996 2.30999
H -1.92349 -4.51652 3.23146
H -1.27645 2.54782 0.32177
H -1.85935 4.50237 1.70369
H -1.36898 4.50113 4.12324
H -0.30570 2.53958 5.17879
H 0.28646 0.57580 3.83043
H 2.46556 0.58401 2.62422
H 4.53493 -0.50721 3.39147
H 5.07633 -2.79909 2.65503
H 3.55435 -4.01926 1.14004
H 1.47714 -2.96043 0.35695